1.
13
Properties=species:S:1:pos:R:3 method="wB97M-V/def2-TZVPD" max_force_ev_per_a=4.1 e_above_lowest_kcal_mol=111.1 homo_lumo_gap_ha=0.352 total_charge=0 e_tot_ha=-340.617922
O 3.50347 -0.19480 -0.16587
N 0.22078 0.95466 0.19381
N -0.45003 -0.30705 -0.34542
C -1.61809 -0.47483 0.70193
C -1.83734 0.14029 -0.68991
C 2.27731 -0.47133 -0.12122
C 1.45932 0.77918 0.13066
H -2.27157 -0.40728 -1.57416
H -1.63572 0.23740 1.56464
H -1.72953 -1.46428 0.98572
H 2.05553 1.56657 0.46945
H -1.97295 1.22698 -1.02643
H 1.99882 -1.58552 -0.12321

=====

2.
17
Properties=species:S:1:pos:R:3 method="wB97M-V/def2-TZVPD" max_force_ev_per_a=0.7 e_above_lowest_kcal_mol=104.9 homo_lumo_gap_ha="0.273 / 0.298" total_charge=0 e_tot_ha=-346.858251
O 2.07923 1.14260 -2.48066
O -0.04318 0.63620 0.22232
C 0.48248 0.31819 -0.96535
C -0.92746 -0.01990 0.87676
C -1.35517 0.51146 2.19699
C -0.05244 -0.82609 -1.73329
C 1.48656 1.23175 -1.41358
H -1.35360 -0.91104 0.42523
H -0.65116 1.27374 2.54077
H -1.39714 -0.29136 2.94144
H -2.35611 0.96133 2.14858
H 1.69966 2.05260 -0.69443
H 0.50952 -0.88038 -2.66869
H 1.25107 -1.50294 1.15162
H 0.05359 -1.78468 -1.20199
H -1.12189 -0.70148 -1.97071
H 1.69607 -1.21001 0.62501